# 1
{
  "formula": "C23H48BClNO10S4",
  "method": "ωB97M-V/def2-TZVPD",
  "symbols": ["N", "C", "C", "C", "C", "C", "B", "O", "C", "C", "Cl", "O", "H", "H", "H", "H", "H", "H", "H", "H", "H", "H", "H", "H", "H", "H", "H", "H", "C", "C", "C", "S", "O", "O", "C", "H", "H", "H", "H", "H", "H", "H", "H", "C", "C", "C", "S", "O", "O", "C", "H", "H", "H", "H", "H", "H", "H", "H", "C", "C", "C", "S", "O", "O", "C", "H", "H", "H", "H", "H", "H", "H", "H", "C", "C", "C", "S", "O", "O", "C", "H", "H", "H", "H", "H", "H", "H", "H"],
  "xyz": [[5.28349, 1.50363, 0.05743], [4.05340, 0.81071, -0.37635], [4.40869, -0.38936, -1.24450], [3.27572, -1.38474, -1.52838], [2.55158, -1.93061, -0.28190], [1.05601, -1.58655, -0.15947], [0.53741, -0.08677, -0.41955], [-0.06913, 0.53784, 0.80021], [-0.93131, 1.52363, 0.32749], [-1.13219, 1.18791, -1.17283], [-2.91314, 1.35436, -1.65983], [-0.69546, -0.07182, -1.36852], [5.05062, 2.43423, 0.38403], [5.69114, 1.01457, 0.84700], [3.42707, 0.49924, 0.46314], [3.45603, 1.52023, -0.94528], [5.23517, -0.93029, -0.76634], [4.79795, -0.00653, -2.19117], [2.55754, -0.94753, -2.22474], [3.75220, -2.21981, -2.04625], [3.08480, -1.60806, 0.61924], [2.64824, -3.02186, -0.29166], [0.73220, -1.86425, 0.85194], [0.49521, -2.24591, -0.83457], [1.35696, 0.69151, -0.92345], [-1.89434, 1.47955, 0.85390], [-0.54093, 2.54506, 0.41131], [-0.62863, 1.91040, -1.82330], [-2.68868, 3.24587, 3.66279], [-1.94873, 3.72029, 4.92057], [-0.73498, 4.52485, 4.44816], [-1.18650, 5.21913, 2.84688], [-0.35332, 4.61690, 1.83861], [-1.28543, 6.65763, 2.92886], [-2.80898, 4.46342, 2.75553], [-3.66981, 2.83717, 3.90507], [-2.11491, 2.46908, 3.15168], [-2.61161, 4.34518, 5.51969], [-1.63660, 2.88634, 5.54108], [-0.45759, 5.34547, 5.10497], [0.12711, 3.88664, 4.26114], [-3.00098, 4.22868, 1.71026], [-3.53152, 5.19069, 3.12621], [-3.69710, -0.01290, -5.02726], [-5.19949, -0.30042, -5.13557], [-5.46625, -0.81831, -6.55134], [-3.93961, -1.62470, -7.07762], [-3.39719, -0.89729, -8.20164], [-4.14736, -3.04792, -7.19956], [-2.99639, -1.23437, -5.60831], [-3.39491, 0.16391, -3.99763], [-3.43984, 0.87486, -5.60935], [-5.47630, -1.06129, -4.40317], [-5.79341, 0.58820, -4.92569], [-6.26327, -1.55527, -6.61482], [-5.64596, -0.01381, -7.26231], [-1.96209, -1.07058, -5.90052], [-3.06372, -2.09502, -4.94310], [-3.32230, -0.58170, 8.77609], [-3.75499, 0.29390, 9.96110], [-3.08804, 1.66152, 9.78550], [-2.86824, 1.87825, 8.00731], [-1.45432, 1.90711, 7.73107], [-3.73624, 2.92436, 7.53085], [-3.51142, 0.27531, 7.53061], [-3.90654, -1.49870, 8.71475], [-2.27133, -0.86004, 8.87621], [-4.84076, 0.40770, 9.95234], [-3.47854, -0.15305, 10.91510], [-3.68591, 2.49403, 10.14754], [-2.09236, 1.69773, 10.22317], [-2.95883, -0.06020, 6.65564], [-4.56376, 0.41292, 7.28316], [5.87256, -3.95404, -6.92173], [6.68595, -5.00454, -6.15215], [6.65962, -4.60857, -4.67372], [5.11159, -3.70923, -4.42534], [5.43557, -2.34664, -4.09930], [4.22354, -4.48469, -3.60262], [4.57986, -3.76855, -6.13799], [5.67344, -4.26679, -7.94621], [6.41948, -3.00954, -6.95909], [6.22476, -5.98596, -6.28096], [7.70944, -5.07113, -6.51988], [6.66212, -5.45467, -3.99133], [7.45816, -3.91652, -4.41359], [4.04455, -2.84566, -6.34815], [3.91214, -4.62377, -6.23962]],
  "forces_ev_per_angstrom": [[-0.0343, 0.0523, -0.0133], [0.0853, -0.0283, -0.0135], [-0.1584, 0.0952, 0.0011], [0.2076, -0.0781, 0.0706], [-0.0497, -0.0557, -0.0680], [0.0065, -0.1218, 0.0583], [-0.2007, 0.0330, -0.0167], [0.1478, 0.1063, 0.0587], [-0.2770, -0.0140, -0.1104], [0.2182, -0.2318, -0.0105], [-0.1772, 0.0898, 0.0287], [0.2216, 0.0775, 0.0295], [0.0078, -0.0483, 0.0584], [0.0127, 0.0050, -0.0438], [-0.0248, 0.0409, 0.0320], [-0.0384, -0.0136, -0.0464], [-0.0015, 0.0142, 0.0608], [0.1304, -0.1027, -0.0135], [-0.0656, 0.0561, 0.0716], [-0.1447, 0.0335, -0.1139], [-0.0113, 0.0800, 0.0005], [0.0518, -0.0152, 0.0701], [-0.0680, -0.0453, -0.0157], [0.0280, 0.0199, -0.0517], [0.0071, -0.0441, 0.0013], [0.0019, 0.0123, 0.0270], [0.1326, -0.0332, 0.0964], [-0.1817, 0.1015, -0.0651], [-0.0034, -0.0420, -0.0061], [0.0165, 0.0510, -0.1684], [-0.0051, -0.0451, 0.0240], [0.1052, -0.0900, -0.0229], [0.0368, 0.1671, 0.0059], [-0.0823, 0.0003, 0.0279], [-0.0178, 0.0024, -0.0455], [0.0070, -0.0054, -0.0016], [-0.0041, 0.0038, 0.0018], [0.0094, 0.0173, 0.0216], [0.0363, 0.0222, 0.0259], [-0.0064, 0.0009, -0.0009], [0.0036, 0.0150, -0.0313], [0.0116, 0.0195, -0.0067], [0.0023, -0.0062, 0.0158], [0.0017, -0.0034, 0.0027], [-0.0021, -0.0022, -0.0127], [-0.0355, -0.0078, 0.0228], [0.0019, -0.0092, -0.0186], [-0.0043, 0.0210, 0.0004], [-0.0041, -0.0110, 0.0193], [0.0133, -0.0004, 0.0372], [0.0513, 0.0175, -0.0033], [0.0042, -0.0052, -0.0055], [0.0142, -0.0062, -0.0012], [-0.0060, -0.0075, 0.0129], [-0.0037, 0.0063, -0.0161], [0.0323, 0.0021, -0.0073], [-0.0048, -0.0068, -0.0193], [0.0015, 0.0031, 0.0007], [0.0036, 0.0032, 0.0049], [0.0194, 0.0029, -0.0016], [-0.0550, -0.0499, 0.0109], [-0.1134, -0.1285, 0.2135], [0.0095, 0.0714, -0.0221], [0.0539, 0.0391, -0.0404], [0.0103, -0.0250, -0.0148], [0.0059, -0.0031, 0.0112], [0.0006, 0.0032, -0.0051], [0.0003, 0.0040, -0.0160], [-0.0156, -0.0046, 0.0024], [0.0180, 0.0087, 0.0039], [0.0125, -0.0023, -0.0272], [0.0033, 0.0218, -0.0051], [0.0019, 0.0016, -0.0019], [0.0039, 0.0112, 0.0025], [0.0088, 0.0109, 0.0075], [-0.0057, -0.0468, -0.0363], [0.0866, -0.0652, -0.0905], [0.0035, 0.0140, 0.0221], [-0.0059, 0.0197, 0.0353], [-0.0153, -0.0044, -0.0207], [0.0121, 0.0008, -0.0014], [-0.0054, 0.0022, 0.0036], [-0.0142, 0.0062, 0.0042], [-0.0045, -0.0146, -0.0083], [0.0106, 0.0132, 0.0137], [-0.0169, 0.0207, -0.0007], [-0.0068, 0.0005, 0.0204], [-0.0017, 0.0028, 0.0026]],
  "gap_ha": 0.2329,
  "charge": -1,
  "homo_energy_ev": -4.65,
  "relative_energy_ev": 0.000,
  "total_energy_ev": -103136.035,
  "fmax_ev_per_a": 0.3
}

***

# 2
{
  "formula": "C23H49B3Br20O4",
  "method": "ωB97M-V/def2-TZVPD",
  "symbols": ["O", "C", "C", "C", "B", "O", "B", "O", "B", "O", "H", "H", "H", "H", "H", "H", "H", "H", "H", "Br", "C", "C", "Br", "H", "H", "H", "H", "Br", "C", "C", "Br", "H", "H", "H", "H", "Br", "C", "C", "Br", "H", "H", "H", "H", "Br", "C", "C", "Br", "H", "H", "H", "H", "Br", "C", "C", "Br", "H", "H", "H", "H", "Br", "C", "C", "Br", "H", "H", "H", "H", "Br", "C", "C", "Br", "H", "H", "H", "H", "Br", "C", "C", "Br", "H", "H", "H", "H", "Br", "C", "C", "Br", "H", "H", "H", "H", "Br", "C", "C", "Br", "H", "H", "H", "H"],
  "xyz": [[3.73457, -1.00613, 0.72189], [2.93774, -2.20401, 0.64631], [1.55285, -1.85456, 0.11799], [0.56786, -3.05003, 0.13035], [-0.92515, -2.60840, 0.19114], [-1.98066, -3.28148, -0.42939], [-3.01174, -3.63802, 0.42489], [-3.34332, -2.74207, 1.43378], [-2.48708, -1.68560, 1.73897], [-1.30611, -1.53653, 1.01752], [4.66316, -1.22475, 0.56147], [3.44177, -2.95263, 0.00399], [2.80812, -2.62102, 1.66228], [1.63982, -1.45086, -0.90530], [1.15019, -1.05685, 0.76880], [0.75672, -3.75007, -0.69967], [0.72263, -3.62932, 1.06779], [-3.53917, -4.69906, 0.34013], [-2.73628, -0.95086, 2.63751], [-9.15837, -2.52059, 3.18756], [-8.07621, -2.25196, 1.59533], [-6.61006, -2.12923, 1.91151], [-6.17328, -0.40771, 2.70514], [-8.46029, -1.36204, 1.10450], [-8.24788, -3.12186, 0.96444], [-6.02123, -2.18847, 0.99816], [-6.26925, -2.88314, 2.61508], [2.69528, -2.64532, 4.53129], [2.60683, -0.70738, 4.70744], [3.51744, -0.00332, 3.73718], [5.38027, -0.09502, 4.27477], [2.83379, -0.47798, 5.74420], [1.57223, -0.44492, 4.49058], [3.27802, 1.05797, 3.70609], [3.45260, -0.42093, 2.73610], [-0.46108, 3.08158, 7.11632], [0.66085, 4.07996, 5.88625], [1.62286, 3.18512, 5.14915], [3.08860, 2.58151, 6.27768], [1.17862, 4.83149, 6.47568], [-0.01609, 4.56176, 5.18305], [2.08386, 3.72374, 4.32334], [1.12816, 2.29204, 4.77548], [-0.86119, 4.35008, -0.86005], [-0.43426, 2.45296, -0.98032], [-0.54022, 1.76504, 0.35260], [0.98159, 2.15563, 1.50567], [0.56055, 2.37635, -1.41163], [-1.16495, 2.03181, -1.66753], [-0.52759, 0.68398, 0.21848], [-1.43170, 2.05437, 0.90137], [-5.26243, -3.53916, -2.95107], [-3.68759, -2.81660, -3.83025], [-3.13613, -3.74532, -4.87877], [-2.19881, -5.25468, -4.09411], [-2.96200, -2.60773, -3.05011], [-4.01225, -1.88136, -4.28365], [-2.40078, -3.22134, -5.48727], [-3.91471, -4.15940, -5.51339], [-7.01354, 0.03509, -1.47682], [-6.05304, 1.44779, -0.55166], [-4.67415, 1.66227, -1.12485], [-3.47132, 0.20262, -0.64290], [-6.00433, 1.14056, 0.48866], [-6.65561, 2.34905, -0.64347], [-4.23316, 2.56924, -0.71360], [-4.66976, 1.71218, -2.21028], [0.71966, 2.17400, -4.98861], [-0.62193, 0.92340, -5.62405], [-1.60003, 0.63874, -4.52230], [-0.78906, -0.52450, -3.19805], [-0.10514, 0.02733, -5.95598], [-1.11385, 1.40225, -6.46862], [-2.48885, 0.12685, -4.88862], [-1.89419, 1.55386, -4.01290], [-0.05010, 5.42315, 3.71139], [0.99160, 5.87237, 2.13300], [1.19055, 7.35676, 1.98325], [-0.42753, 8.24856, 1.37589], [0.46419, 5.44564, 1.28481], [1.94885, 5.36968, 2.25603], [1.94317, 7.55746, 1.22336], [1.47342, 7.83256, 2.91803], [6.22454, -5.88047, -0.64407], [7.25717, -4.93119, -1.98755], [7.12919, -3.43753, -1.84993], [5.40496, -2.79044, -2.46883], [6.90667, -5.28151, -2.95429], [8.29186, -5.23283, -1.83836], [7.87584, -2.93712, -2.46362], [7.22793, -3.11477, -0.81783], [2.97514, 0.65961, -1.85549], [4.01099, 1.15003, -3.42221], [5.46180, 1.37572, -3.08663], [5.74690, 3.05835, -2.15734], [3.54313, 2.03392, -3.84492], [3.91443, 0.31832, -4.11781], [6.05368, 1.43259, -3.99800], [5.85082, 0.59275, -2.44158]],
  "forces_ev_per_angstrom": [[-0.0665, -0.4245, -0.0712], [0.1514, -0.1958, 0.0453], [-0.1279, 0.1309, -0.0182], [0.4193, 0.0865, -0.1856], [-0.6817, 0.5686, -0.0960], [0.5190, -0.7293, 0.5390], [0.0478, 0.7264, -0.1038], [0.4336, -0.1624, 0.1449], [-0.0053, -0.0753, -0.4490], [-0.1343, -0.7079, 0.4001], [-0.3403, 0.0021, 0.0436], [-0.2796, 0.2563, 0.2748], [0.2147, 0.0073, -0.3648], [-0.1084, -0.1444, 0.4018], [0.1765, -0.1716, -0.2797], [-0.0443, 0.2132, 0.2719], [-0.0776, 0.1733, -0.3020], [-0.1800, 0.1757, -0.1103], [-0.0350, 0.0018, -0.1200], [0.0204, 0.0308, -0.0102], [-0.0495, 0.0177, 0.0154], [0.0669, -0.0003, -0.0728], [-0.0125, -0.0485, 0.1074], [0.0211, -0.0524, -0.0266], [0.0135, 0.0094, 0.0170], [-0.0124, 0.0187, 0.0061], [-0.0018, 0.0082, -0.0410], [0.0283, -0.0052, 0.0764], [-0.0745, 0.0581, -0.0083], [-0.0967, -0.0045, 0.0217], [0.0375, -0.0860, -0.0504], [-0.0100, -0.0001, -0.0420], [0.0057, -0.0053, 0.0131], [-0.0087, -0.0208, 0.0433], [0.0699, 0.0935, 0.0153], [0.0110, -0.1601, 0.1878], [0.0825, -0.8415, 1.4966], [-0.0931, -0.0243, 0.0733], [-0.0439, 0.0622, 0.0115], [-0.0119, 0.0742, -0.0378], [0.3794, -1.7300, 2.7232], [-0.0061, -0.0115, 0.0277], [0.0070, 0.0344, -0.0535], [-0.0249, 0.0013, -0.0500], [-0.0054, 0.0400, -0.0102], [0.1035, -0.1189, 0.0017], [0.0095, 0.0224, -0.0029], [-0.0447, -0.0157, -0.0008], [0.0186, -0.0177, 0.0456], [-0.0167, 0.0653, 0.0164], [0.0272, -0.0384, -0.0004], [0.0472, -0.0295, 0.0532], [-0.0491, 0.0637, 0.0951], [0.0463, -0.0622, 0.0101], [-0.0347, 0.0188, -0.0045], [-0.0115, 0.0035, 0.0112], [-0.0100, -0.0154, -0.0174], [-0.0086, -0.0088, 0.0185], [0.0237, 0.0487, -0.0073], [0.0305, -0.0194, 0.0128], [0.0678, -0.0035, -0.0059], [-0.0588, -0.0383, 0.0767], [-0.1630, 0.1082, -0.1673], [-0.0297, 0.0750, -0.0130], [0.0260, -0.0155, -0.0726], [0.0232, -0.0430, 0.0181], [-0.0473, 0.0194, 0.0283], [0.1025, 0.0282, -0.1089], [0.0537, 0.1538, -0.1200], [-0.1606, -0.0888, 0.1615], [0.0832, -0.1285, 0.0709], [-0.0022, 0.0425, -0.0075], [0.0041, 0.0131, 0.0376], [0.0694, -0.0274, -0.0387], [-0.0450, -0.0551, 0.0110], [-0.1970, 2.3953, -4.0445], [-0.2330, 0.2468, -0.4109], [-0.0174, 0.0468, -0.0492], [0.0185, -0.0309, 0.0407], [0.1077, -0.0174, 0.0113], [-0.0178, -0.0077, 0.0750], [-0.0062, -0.0074, 0.0189], [0.0314, -0.0025, -0.0301], [-0.0252, 0.0403, -0.0390], [-0.0290, -0.0921, 0.0416], [0.0511, 0.0477, -0.0258], [-0.0621, 0.0812, 0.0585], [0.0499, 0.0131, 0.0115], [-0.0160, 0.0196, 0.0006], [-0.0262, -0.0201, -0.0005], [0.0359, -0.0083, -0.0127], [0.1653, 0.1755, -0.1475], [-0.1173, 0.0065, -0.0183], [0.0198, 0.0197, 0.0165], [-0.0157, -0.0309, 0.0203], [0.0630, -0.0194, -0.0489], [0.0051, 0.0136, 0.0064], [-0.0151, 0.0058, 0.0146], [0.0030, -0.0009, -0.0434]],
  "gap_ha": 0.3395,
  "homo_energy_ev": -9.38,
  "total_energy_ev": -1435722.433,
  "fmax_ev_per_a": 4.7
}